## 1
3 unconnected molecules or ions with the total composition C5H10NO2. Source: the OMol25 dataset; level of theory: wB97M-V/def2-TZVPD.

Last column: Mulliken charge in e.
Geometry (Å):
O (-2.8902, 1.3809, -0.8700)  -0.694
O (-2.7455, -0.8236, -0.5737)  -0.648
N (2.8836, 0.2198, -0.9436)  -0.528
C (2.0212, 0.5700, -0.1260)  -0.528
C (0.6543, -1.5348, 0.4523)  -1.348
C (-2.5327, 0.2283, -1.2103)  0.089
C (0.5471, -0.1254, -0.1217)  1.119
C (-0.4285, 0.7427, 0.6254)  -2.299
H (0.0433, 1.0942, 1.5625)  0.607
H (-1.9801, 0.1967, -2.1863)  0.309
H (2.3292, 0.3810, 1.3980)  0.168
H (-0.7967, 1.6108, 0.0893)  0.394
H (-1.2724, 0.1704, 1.0020)  0.474
H (0.3068, -0.1152, -1.1850)  0.288
H (1.8091, 1.5568, 0.3096)  0.524
H (0.3735, -1.4416, 1.5010)  0.373
H (1.6647, -1.9340, 0.4228)  0.413
H (0.0131, -2.1768, -0.1464)  0.286

Net charge: -1
2S+1: 1
E_HOMO (eV): -4.300
Frontier orbital gap (eV): 5.414

## 2
A gas-phase ion, C5H10NO2 (charge -1). Source: the OMol25 dataset; level of theory: wB97M-V/def2-TZVPD.

Last column: Mulliken charge in e.
Geometry (Å):
O (0.6662, -0.2873, 3.5297)  -0.503
O (1.0026, -0.7142, -3.0710)  -0.877
N (-0.8854, -1.2986, -0.9749)  -0.665
C (-0.2792, 0.6920, 0.2560)  -1.023
C (0.7394, 0.2002, -2.1281)  -0.633
C (0.2132, -0.4292, -0.6694)  0.031
C (-0.6166, 0.2273, 1.6633)  -0.421
C (0.4906, 0.3742, 2.5627)  -0.008
H (0.0127, 0.9485, -2.4008)  0.199
H (1.2484, 1.1927, 2.3532)  0.329
H (-1.6760, -0.8337, -1.3262)  0.234
H (0.9086, -1.0011, -0.1364)  0.380
H (0.5820, 1.3381, 0.2949)  0.228
H (-0.5943, -1.9932, -1.7259)  0.272
H (-0.7758, -0.9034, 1.7882)  0.201
H (-1.5705, 0.6230, 2.0068)  0.419
H (-1.0807, 1.1495, -0.2363)  0.575
H (1.6147, 0.7154, -1.7859)  0.264

Net charge: -1
2S+1: 1
E_HOMO (eV): -2.464
Frontier orbital gap (eV): 6.041

## 3
A gas-phase ion, C5H10NO2 (charge -1). Source: the OMol25 dataset; level of theory: wB97M-V/def2-TZVPD.

Last column: Mulliken charge in e.
Geometry (Å):
O (-0.2449, -1.1336, -1.6670)  -0.556
O (0.9884, 0.5999, -2.2552)  -0.648
N (1.5447, -0.0209, 1.1932)  -0.583
C (-1.8616, 0.4482, -0.1393)  -1.218
C (0.4251, -0.7235, 1.8306)  -0.695
C (1.5991, -0.1903, -0.1662)  -0.747
C (-0.7361, 1.1113, -0.5909)  -0.458
C (0.4764, 0.0475, -1.3248)  0.711
H (-0.3904, -0.9228, 1.1288)  0.184
H (-0.1132, 1.6066, 0.1383)  0.467
H (0.0411, -0.1023, 2.6485)  0.238
H (0.7100, -1.7241, 2.1804)  0.376
H (-2.8364, 0.7651, -0.4928)  0.252
H (2.4160, 0.4528, -0.4919)  0.384
H (-1.0451, -0.9988, -1.1543)  0.406
H (-0.9941, 1.8478, -1.3414)  0.384
H (-1.9023, 0.1623, 0.9024)  0.224
H (1.9233, -1.2254, -0.3985)  0.280

Net charge: -1
2S+1: 1
E_HOMO (eV): -2.412
Frontier orbital gap (eV): 5.429

What should be chosen as the least stable of them? Choose 3.

## 1
4 unconnected molecules or ions with the total composition C3H13NO3. Source: the OMol25 dataset; level of theory: wB97M-V/def2-TZVPD.

Last column: Mulliken charge in e.
Geometry (Å):
O (-0.7617, 1.8133, -1.1991)  -0.654
O (0.9162, 1.6023, 1.6761)  -0.636
O (-2.4649, 0.8396, 0.6233)  -0.664
N (1.7852, -0.2883, -1.5386)  -0.491
C (1.3733, -1.2299, -0.6110)  -0.525
C (0.1651, -1.2516, -0.0554)  0.833
C (-0.3656, -2.4232, 0.6986)  -1.164
H (-2.4337, 1.3438, 1.4462)  0.325
H (-1.5096, 1.2922, -0.7840)  0.395
H (-2.3062, -0.0484, 0.9681)  0.305
H (-1.3656, -2.3679, 1.1583)  0.351
H (-0.4804, -0.3966, -0.0687)  -0.378
H (1.0216, 0.2474, -1.9276)  0.204
H (0.2560, -2.4778, 1.5944)  0.288
H (2.4259, -0.7037, -2.2093)  0.238
H (1.7858, 2.0124, 1.7222)  0.289
H (0.9939, 1.1830, 0.8051)  0.373
H (-0.4306, -3.2886, 0.0522)  0.268
H (2.1159, -2.0028, -0.4118)  0.367
H (-0.8858, 2.5952, -0.6496)  0.278

2S+1: 1
E_HOMO (eV): -7.795
Frontier orbital gap (eV): 8.432

## 2
3 unconnected molecules or ions with the total composition C3H13NO3. Source: the OMol25 dataset; level of theory: wB97M-V/def2-TZVPD.

Last column: Mulliken charge in e.
Geometry (Å):
O (1.5185, 1.3796, -2.7831)  -0.623
O (-0.0575, -0.3794, -2.8890)  -0.463
O (0.6335, 1.2588, 1.3947)  -0.525
N (-0.2806, -2.2406, 1.2789)  -0.561
C (0.2049, -0.9103, 0.9293)  -0.192
C (-0.2712, 0.1893, 1.8620)  0.187
C (-1.7082, 0.5990, 1.4056)  -1.202
H (2.1191, 0.6031, -2.7232)  0.298
H (0.2331, 2.0499, 1.3102)  0.273
H (-1.5598, 0.9778, 0.4196)  0.340
H (0.1855, -0.4201, -0.1478)  -0.015
H (1.3367, -0.8790, 0.9413)  0.311
H (-2.2222, 1.3147, 2.1076)  0.296
H (-0.2119, -0.1545, 2.8337)  0.345
H (0.7286, 1.4122, -2.2700)  0.301
H (0.0361, -2.8886, 0.6062)  0.243
H (-0.0331, -1.2070, -2.7756)  0.195
H (-0.9131, -0.1108, -2.9677)  0.253
H (-2.5770, -0.1016, 1.3608)  0.331
H (-1.2679, -2.2517, 1.3900)  0.208

2S+1: 1
E_HOMO (eV): -9.285
Frontier orbital gap (eV): 9.774

## 3
3 unconnected molecules or ions with the total composition C3H13NO3. Source: the OMol25 dataset; level of theory: wB97M-V/def2-TZVPD.

Last column: Mulliken charge in e.
Geometry (Å):
O (0.9787, 3.3069, -5.0443)  -0.637
O (2.4819, 2.6419, 5.3867)  -0.639
O (-0.6800, -0.4240, 2.1016)  -0.521
N (-0.0187, -1.7430, 0.2045)  -0.384
C (0.0256, -0.5006, 0.7923)  -0.171
C (-1.3938, -1.2883, -1.9119)  -1.087
C (-1.3077, -2.0483, -0.5628)  -0.286
H (-2.0800, -1.6971, 0.1238)  0.238
H (1.0739, -0.1699, 1.2403)  0.197
H (3.0261, 2.3423, 6.1262)  0.320
H (0.1595, -2.5568, 0.7697)  0.247
H (-2.3500, -1.5432, -2.4478)  0.331
H (1.7460, 2.9704, -4.5619)  0.320
H (-1.1817, -1.2508, 2.0994)  0.293
H (-1.4124, -0.1855, -1.8637)  0.289
H (-1.3772, -3.1211, -0.6880)  0.397
H (2.9369, 3.3974, 5.0066)  0.319
H (-0.3766, 0.3209, 0.1726)  0.170
H (0.2706, 3.1302, -4.4122)  0.317
H (-0.5209, -1.5814, -2.5312)  0.286

2S+1: 1
E_HOMO (eV): -9.182
Frontier orbital gap (eV): 9.802

## 4
4 unconnected molecules or ions with the total composition C3H13NO3. Source: the OMol25 dataset; level of theory: wB97M-V/def2-TZVPD.

Last column: Mulliken charge in e.
Geometry (Å):
O (-2.3705, 0.4449, 0.9322)  -0.677
O (-1.0129, -2.1859, 1.4695)  -0.668
O (-0.4625, 0.1296, -3.7009)  -0.673
N (0.3836, -0.7572, -0.8269)  -0.441
C (1.1952, 0.2321, -0.2605)  -0.047
C (1.0702, 0.7842, 0.9479)  -0.097
C (2.0983, 1.7083, 1.5261)  -1.331
H (0.1059, 0.2140, -2.9351)  0.344
H (0.8971, -1.3615, -1.4585)  0.312
H (0.4068, 0.2730, 1.6469)  0.256
H (-0.9581, -0.6809, -3.6120)  0.306
H (-2.8942, 1.2051, 1.1919)  0.305
H (-1.4270, -1.3385, 1.2577)  0.267
H (-1.4148, -2.4886, 2.2874)  0.320
H (-1.5219, 0.7898, 0.6337)  0.363
H (0.0493, -1.3827, -0.0959)  0.194
H (1.7098, 2.1546, 2.4501)  0.346
H (2.3555, 2.5500, 0.8852)  0.316
H (2.0478, 0.5687, -0.8498)  0.308
H (2.9994, 1.2208, 1.8916)  0.296

2S+1: 1
E_HOMO (eV): -8.539
Frontier orbital gap (eV): 9.238

What should be chosen as the least stable of them? Choose 2.